[1]
{
  "formula": "C3H3Cl2F",
  "method": "the ωB97M-V functional and the def2-TZVPD basis",
  "species": ["F", "C", "Cl", "C", "C", "Cl", "H", "H", "H"],
  "xyz": [[0.070, -0.438, -2.539], [-0.292, -0.453, -1.211], [-2.008, -0.102, -1.393], [0.556, -0.406, -0.072], [0.049, 0.072, 1.187], [0.629, 1.919, 1.167], [1.658, -0.284, -0.643], [0.337, -0.280, 2.288], [-0.998, -0.028, 1.216]],
  "nbo_charge": [-0.32, 0.40, 0.00, -0.35, -0.35, -0.14, 0.27, 0.25, 0.23],
  "gap_ev": 9.729,
  "energy_ha": -1136.2714,
  "relative_energy_kcal_mol": 41.4,
  "smiles": "F/C(Cl)=C/CCl"
}

[2]
{
  "formula": "C6H8O2",
  "method": "the ωB97M-V functional and the def2-TZVPD basis",
  "species": ["C", "C", "C", "C", "C", "C", "H", "H", "H", "H", "H", "H", "H", "H", "O", "O"],
  "xyz": [[0.035, 1.440, -1.426], [0.975, 0.313, -1.430], [0.188, -0.553, -0.543], [0.883, -1.251, 0.492], [-1.019, -0.360, 1.477], [-0.469, 0.265, 0.443], [-0.825, 1.622, -2.335], [0.938, 2.275, -1.662], [1.464, -0.015, -2.480], [1.885, 0.599, -0.853], [-0.534, -1.282, -1.113], [1.483, -0.233, 1.299], [1.537, -2.376, 0.462], [-1.467, -0.128, 2.366], [-0.360, -1.520, 1.418], [-0.645, 1.570, -0.139]],
  "nbo_charge": [-0.08, -0.45, -0.41, -0.02, 0.06, 0.22, 0.20, 0.18, 0.25, 0.21, 0.24, 0.19, 0.23, 0.21, -0.53, -0.50],
  "gap_ev": 8.925,
  "energy_ha": -383.6600,
  "relative_energy_kcal_mol": 156.9
}

[3]
{
  "formula": "C26H39F3N2O6P2PdS2Te",
  "method": "the ωB97M-V functional and the def2-TZVPD basis",
  "species": ["Pd", "N", "C", "N", "C", "C", "C", "C", "C", "C", "S", "H", "H", "H", "H", "H", "H", "C", "C", "C", "C", "P", "C", "C", "C", "C", "C", "C", "C", "C", "C", "C", "H", "H", "H", "H", "H", "H", "H", "H", "H", "H", "H", "H", "H", "H", "H", "H", "H", "H", "H", "H", "H", "H", "H", "C", "C", "O", "P", "O", "Te", "O", "C", "C", "H", "H", "H", "H", "H", "H", "H", "H", "H", "H", "F", "C", "F", "F", "S", "O", "O", "O"],
  "xyz": [[0.509, 0.474, 0.731], [-1.305, 1.428, -3.193], [-0.917, 0.113, -3.260], [-0.335, -0.522, -2.320], [-0.017, -1.808, -2.716], [0.745, -2.702, -1.973], [0.987, -3.961, -2.490], [0.492, -4.338, -3.743], [-0.231, -3.440, -4.512], [-0.466, -2.175, -3.991], [-1.258, -0.817, -4.737], [-0.776, 1.926, -2.471], [-1.287, 1.909, -4.078], [1.166, -2.369, -1.032], [1.586, -4.662, -1.921], [0.693, -5.331, -4.128], [-0.590, -3.715, -5.496], [-2.813, -0.607, 4.303], [-1.455, -0.282, 3.674], [-0.588, -1.539, 3.810], [-0.782, 0.856, 4.442], [-1.374, 0.185, 1.821], [-2.356, -1.266, 1.164], [-3.739, -1.459, 1.196], [-4.327, -2.592, 0.650], [-3.538, -3.574, 0.066], [-2.162, -3.408, 0.033], [-1.586, -2.265, 0.571], [-2.572, 1.684, 1.604], [-1.760, 2.956, 1.911], [-3.866, 1.808, 2.416], [-2.907, 1.693, 0.110], [-2.635, -1.012, 5.306], [-3.347, -1.372, 3.736], [-3.461, 0.259, 4.415], [-0.404, -1.731, 4.873], [0.371, -1.430, 3.306], [-1.099, -2.411, 3.392], [-0.668, 0.571, 5.495], [-1.377, 1.771, 4.406], [0.210, 1.059, 4.035], [-4.381, -0.714, 1.641], [-5.406, -2.704, 0.676], [-3.994, -4.455, -0.371], [-1.532, -4.153, -0.437], [-0.512, -2.111, 0.535], [-1.801, 3.206, 2.974], [-2.174, 3.802, 1.353], [-0.714, 2.832, 1.628], [-3.660, 1.961, 3.475], [-4.542, 0.959, 2.320], [-4.407, 2.695, 2.062], [-1.992, 1.602, -0.474], [-3.397, 2.637, -0.154], [-3.568, 0.873, -0.175], [5.270, 3.398, -0.955], [4.884, 1.943, -1.126], [4.122, 1.788, -2.336], [2.603, 1.225, -2.202], [2.562, -0.215, -1.904], [1.345, 2.654, -0.754], [2.158, 1.454, -3.750], [2.172, 2.751, -4.317], [1.738, 2.623, -5.763], [5.884, 3.522, -0.060], [4.370, 4.003, -0.847], [5.835, 3.752, -1.821], [4.323, 1.586, -0.262], [5.770, 1.309, -1.217], [3.179, 3.176, -4.241], [1.491, 3.403, -3.756], [2.448, 2.015, -6.325], [1.669, 3.608, -6.230], [0.763, 2.137, -5.821], [3.362, -2.692, 4.088], [4.076, -1.893, 3.270], [4.674, -2.692, 2.370], [5.053, -1.345, 4.019], [3.022, -0.611, 2.467], [2.051, -1.448, 1.763], [2.516, 0.125, 3.612], [3.981, 0.091, 1.639]],
  "nbo_charge": [0.02, -0.84, 0.31, -0.47, 0.22, -0.20, -0.22, -0.25, -0.24, -0.24, 0.24, 0.43, 0.37, 0.26, 0.20, 0.19, 0.20, -0.62, -0.31, -0.63, -0.63, 0.86, -0.35, -0.16, -0.26, -0.23, -0.21, -0.19, -0.33, -0.63, -0.61, -0.62, 0.19, 0.21, 0.20, 0.19, 0.27, 0.20, 0.19, 0.18, 0.26, 0.19, 0.19, 0.19, 0.21, 0.25, 0.19, 0.19, 0.25, 0.20, 0.19, 0.19, 0.25, 0.18, 0.20, -0.63, -0.08, -0.86, 2.06, -1.13, -0.69, -0.84, -0.07, -0.62, 0.20, 0.23, 0.18, 0.24, 0.17, 0.18, 0.19, 0.20, 0.19, 0.20, -0.34, 0.67, -0.34, -0.34, 2.36, -0.99, -0.99, -0.98],
  "gap_ev": 4.836,
  "energy_ha": -3749.9117,
  "relative_energy_kcal_mol": 0.0,
  "charge": -2
}

Q: What is the formula in the third record?
A: C26H39F3N2O6P2PdS2Te